This record from the Open Molecules 2025 dataset describes 8 unconnected molecules or ions with the total composition C38H88N4O8 in a non-equilibrium geometry. The level of theory is ωB97M-V/def2-TZVPD.

The geometry in ORCA input format:
```
! wB97M-V def2-TZVPD RIJCOSX def2/J DEFGRID3
* xyz 0 1
C 16.329 9.332 9.329
C 17.139 10.442 10.028
C 18.140 10.988 8.948
C 16.072 11.524 10.494
C 16.638 12.659 11.316
C 17.387 12.101 12.509
C 18.364 10.930 12.260
C 19.728 11.516 11.749
C 18.607 10.316 13.649
N 17.747 9.957 11.272
O 18.615 8.887 11.056
H 15.628 8.826 9.993
H 15.730 9.715 8.502
H 16.949 8.572 8.854
H 18.543 11.964 9.216
H 18.934 10.277 8.718
H 17.654 11.269 8.013
H 15.687 11.939 9.563
H 15.199 11.175 11.045
H 17.340 13.228 10.706
H 15.822 13.280 11.685
H 16.682 11.888 13.312
H 17.958 12.940 12.905
H 20.010 10.957 10.857
H 20.483 11.607 12.530
H 19.580 12.539 11.402
H 18.672 11.077 14.428
H 19.613 9.908 13.743
H 17.823 9.623 13.955
H 18.347 8.287 11.756
C 14.400 14.730 8.643
C 14.936 14.784 7.205
C 14.482 13.611 6.280
C 14.503 16.084 6.586
C 15.611 16.920 5.753
C 16.648 17.299 6.774
C 17.345 15.994 7.425
C 18.623 15.823 6.696
C 17.672 16.205 8.941
N 16.429 14.802 7.278
O 16.997 13.601 7.667
H 14.848 15.502 9.268
H 13.312 14.803 8.621
H 14.629 13.815 9.189
H 14.607 13.890 5.234
H 14.959 12.641 6.422
H 13.421 13.560 6.522
H 13.680 15.921 5.891
H 14.090 16.735 7.357
H 15.994 16.255 4.979
H 15.202 17.814 5.284
H 16.227 17.918 7.565
H 17.370 17.973 6.312
H 19.173 16.758 6.587
H 18.444 15.520 5.665
H 19.312 15.170 7.231
H 18.486 16.912 9.103
H 18.148 15.339 9.400
H 16.728 16.395 9.451
H 17.182 13.271 6.784
C 11.127 18.971 12.588
C 10.207 17.785 12.312
C 10.262 16.844 13.522
C 8.830 18.325 12.080
C 7.810 17.447 11.370
C 8.465 17.018 10.060
C 9.852 16.296 10.206
C 9.695 14.881 10.846
C 10.368 16.184 8.773
N 10.694 17.139 11.096
O 12.061 16.734 11.136
H 12.111 18.576 12.844
H 11.392 19.534 11.693
H 10.660 19.632 13.317
H 9.969 17.398 14.414
H 9.637 15.953 13.466
H 11.239 16.435 13.780
H 8.391 18.491 13.064
H 8.771 19.285 11.567
H 7.720 16.522 11.938
H 6.828 17.907 11.257
H 8.569 17.918 9.454
H 7.724 16.373 9.588
H 9.020 14.944 11.700
H 10.655 14.438 11.113
H 9.312 14.101 10.189
H 9.657 15.757 8.066
H 11.250 15.549 8.685
H 10.493 17.169 8.323
H 12.024 15.880 11.573
C 18.666 23.809 12.082
C 17.566 22.947 12.659
C 17.712 22.915 14.250
C 16.294 23.781 12.354
C 15.046 23.015 12.827
C 15.032 21.609 12.183
C 16.332 20.755 12.220
C 16.221 19.970 13.530
C 16.219 19.763 11.031
N 17.557 21.590 11.991
O 18.720 20.799 12.116
H 18.645 24.861 12.367
H 18.648 23.718 10.996
H 19.596 23.283 12.298
H 18.603 22.341 14.505
H 16.841 22.465 14.727
H 17.857 23.864 14.765
H 16.338 24.732 12.885
H 16.252 23.969 11.281
H 14.166 23.559 12.483
H 14.988 22.959 13.914
H 14.711 21.830 11.165
H 14.149 21.158 12.637
H 17.186 19.562 13.830
H 16.067 20.695 14.330
H 15.366 19.296 13.569
H 17.090 19.113 10.946
H 15.402 19.055 11.168
H 16.082 20.210 10.046
H 18.923 20.604 11.199
C 18.230 16.140 12.396
O 17.244 15.699 13.376
H 17.853 16.906 11.718
H 19.158 16.531 12.810
H 18.519 15.414 11.636
H 16.397 15.930 12.989
C 12.858 12.709 11.647
O 13.039 13.862 12.394
H 13.391 11.832 12.013
H 11.831 12.350 11.577
H 13.175 12.732 10.605
H 12.508 13.812 13.192
O 14.796 16.220 12.331
H 14.636 17.064 11.909
H 14.091 15.655 12.014
O 13.792 16.430 14.937
H 14.287 16.475 14.119
H 13.230 15.662 14.836
*
```

Values from the calculation:
SMILES: CC1(C)CCCC(C)(C)N1O.CC1(C)CCCC(C)(C)N1O.CC1(C)CCCC(C)(C)N1O.CC1(C)CCCC(C)(C)N1O.CO.CO.O.O
molecular weight: 729.14 g mol⁻¹
LUMO: 0.230 eV
HOMO energy: -0.29126 Ha
E_tot: -2321.30349 hartree


This record from the Open Molecules 2025 dataset describes a molecular structure, CH6N4OS in a non-equilibrium geometry. The level of theory is ωB97M-V/def2-TZVPD.

The geometry in ORCA input format:
```
! wB97M-V def2-TZVPD RIJCOSX def2/J DEFGRID3
* xyz 0 1
C -0.234 -0.132 -0.546
H 2.389 1.272 -2.039
H 1.430 0.220 -3.418
H -1.760 1.244 -0.234
H -0.117 1.194 1.979
H -0.114 -1.537 1.131
H 1.924 -1.144 -1.077
N 1.624 0.357 -2.127
N 0.360 0.715 -1.340
N -1.276 0.377 0.139
N 0.158 -1.278 0.180
O 1.625 -1.353 -0.049
S -1.338 0.573 1.835
*
```

Values from the calculation:
molecular weight: 122.15 g mol⁻¹
LUMO: 0.603 eV
HOMO energy: -0.32244 Ha
E_tot: -733.92020 hartree


This record from the Open Molecules 2025 dataset describes 2 unconnected molecules or ions with the total composition C6H9F3N3O2 in a non-equilibrium geometry. The level of theory is ωB97M-V/def2-TZVPD.

The geometry in ORCA input format:
```
! wB97M-V def2-TZVPD RIJCOSX def2/J DEFGRID3
* xyz 1 1
C 0.731 1.805 0.378
C -1.239 0.864 -0.023
C 1.954 2.347 0.987
C 0.486 -3.667 -0.488
C -0.369 1.197 0.996
C -2.544 0.111 0.036
N 0.482 1.823 -0.935
N -0.702 1.252 -1.189
N 0.902 -1.573 0.573
O 0.801 -1.042 -0.522
O 0.765 -2.856 0.655
F -3.394 0.573 -0.886
F -2.337 -1.186 -0.232
F -3.113 0.202 1.223
H 2.067 1.954 1.995
H 2.836 2.097 0.401
H 1.898 3.435 1.053
H 0.067 -3.057 -1.291
H -0.225 -4.423 -0.158
H 1.410 -4.141 -0.821
H -0.495 1.012 2.044
H 1.098 2.139 -1.675
H -1.080 1.133 -2.122
*
```

Values from the calculation:
molecular weight: 212.15 g mol⁻¹
LUMO: -3.766 eV
HOMO energy: -0.50927 Ha
E_tot: -848.03393 hartree


This record from the Open Molecules 2025 dataset describes 3 unconnected molecules or ions with the total composition C4H10N2O in a non-equilibrium geometry. The level of theory is ωB97M-V/def2-TZVPD.

The geometry in ORCA input format:
```
! wB97M-V def2-TZVPD RIJCOSX def2/J DEFGRID3
* xyz 0 1
C -2.442 -1.325 1.004
C -1.164 -0.514 1.116
N -0.499 -0.344 -0.170
C 0.726 0.415 -0.059
C 1.410 0.598 -1.361
N 1.877 0.036 -2.328
H -2.928 -1.421 1.985
H -3.145 -0.843 0.309
H -2.225 -2.340 0.638
H -1.407 0.485 1.513
H -0.492 -0.979 1.866
H -0.300 -1.247 -0.592
H 0.479 1.427 0.307
H 1.456 -0.011 0.660
O 2.766 2.267 -1.656
H 2.896 2.532 -0.737
H 2.991 1.265 -2.494
*
```

Values from the calculation:
molecular weight: 102.14 g mol⁻¹
LUMO: 0.622 eV
HOMO energy: -0.35224 Ha
E_tot: -343.01175 hartree


This record from the Open Molecules 2025 dataset describes a molecular structure, C5H11NO2 in a non-equilibrium geometry. The level of theory is ωB97M-V/def2-TZVPD.

The geometry in ORCA input format:
```
! wB97M-V def2-TZVPD RIJCOSX def2/J DEFGRID3
* xyz 0 1
C 0.983 1.439 -0.840
N 0.664 0.315 0.062
C -0.334 0.769 1.580
O -1.017 1.911 1.290
O 0.206 0.563 2.648
H -1.064 2.409 2.122
H 1.518 -0.090 0.446
H 1.300 1.062 -1.810
H 1.771 2.037 -0.381
H 0.101 2.062 -0.967
C 0.179 -2.142 0.075
C -0.317 -0.766 -0.333
C -0.985 -0.639 -1.531
H -1.055 -0.277 0.927
H -0.671 -2.825 0.128
H 0.886 -2.535 -0.661
H 0.657 -2.127 1.057
H -1.531 -1.495 -1.907
H -1.290 0.330 -1.906
*
```

Values from the calculation:
molecular weight: 117.15 g mol⁻¹
LUMO: 0.536 eV
HOMO energy: -0.28853 Ha
E_tot: -402.21432 hartree


This record from the Open Molecules 2025 dataset describes 2 unconnected molecules or ions with the total composition C9H14 in a non-equilibrium geometry. The level of theory is ωB97M-V/def2-TZVPD.

The geometry in ORCA input format:
```
! wB97M-V def2-TZVPD RIJCOSX def2/J DEFGRID3
* xyz 0 1
C -0.637 -1.612 -1.974
C -0.791 -0.318 -1.173
C -0.799 -0.516 0.215
C -1.239 0.580 0.996
C -1.353 1.834 0.467
C -1.124 2.027 -0.912
C -0.919 0.951 -1.745
H 0.419 -1.906 -2.092
H -1.070 -1.746 -2.973
H -1.247 -2.281 -1.369
H -0.297 -1.408 0.506
H -1.247 0.337 2.059
H -1.725 2.638 1.068
H -1.155 3.030 -1.282
H -0.772 1.096 -2.810
C 2.629 -1.073 2.534
C 2.760 -0.884 1.004
H 2.932 -0.111 2.986
H 1.700 -1.501 2.921
H 3.326 -1.874 2.827
H 3.797 -0.572 0.851
H 2.043 -0.132 0.689
H 2.497 -1.764 0.433
*
```

Values from the calculation:
SMILES: Cc1ccccc1.CC
molecular weight: 122.21 g mol⁻¹
LUMO: 1.016 eV
HOMO energy: -0.32793 Ha
E_tot: -351.29295 hartree


Per-record energy relative to the best compared isomer or geometry (same formula, charge and spin), kcal/mol: 68.7 97.9 0.0 119.0 102.8 23.4